DFT (ωB97M-V with the def2-TZVPD basis set) results for the ion C2H7IN3 with charge +1.

Computed properties:
E	-542.0182	a.u.
SMILES	N[C@@H]1N[NH2+][C@H]1I
spin multiplicity	1
total charge	+1
lowest unoccupied orbital energy	-0.1389	Ha
frontier orbital gap	9.99	eV
energy above the lowest of the compared OMol25 structures with the same formula, charge and spin	230.08	kJ/mol

Structure (XYZ):
```
13
Properties=species:S:1:pos:R:3:forces:R:3
N 1.072 -1.538 -0.211 -2.126 -0.879 2.082
C 0.503 -0.382 -0.561 -1.627 3.569 0.208
N 0.779 0.980 0.387 0.838 -1.164 -1.005
N -0.660 1.276 0.396 1.310 0.284 -0.696
C -1.013 -0.099 -0.135 0.338 -1.151 -1.314
I -2.640 -0.081 -1.540 0.598 -0.049 0.378
H 1.144 -1.758 0.760 -0.672 -0.213 0.823
H 1.937 -1.694 -0.546 3.442 -0.692 -2.136
H 0.765 -0.159 -1.606 -0.287 0.384 0.468
H 1.185 0.690 1.298 -0.988 0.353 -0.391
H -0.764 2.196 -0.159 -0.317 -2.163 0.309
H -1.071 1.457 1.279 -0.437 0.228 1.449
H -1.237 -0.887 0.637 -0.072 1.493 -0.174
```
Forces are in eV/Å.



DFT (ωB97M-V with the def2-TZVPD basis set) results for the ion C5H4ClO3 with charge -1.

Computed properties:
E	-878.7209	a.u.
spin multiplicity	1
total charge	-1
lowest unoccupied orbital energy (spin up / spin down)	0.1291 / 0.1166	Ha
frontier orbital gap (spin up / spin down)	8.14 / 7.25	eV
energy above the lowest of the compared OMol25 structures with the same formula, charge and spin	433.56	kJ/mol

Structure (XYZ):
```
13
Properties=species:S:1:pos:R:3:forces:R:3
C -0.187 -0.018 -1.660 3.233 2.049 -2.511
C -0.926 -0.500 -0.779 -3.613 -1.102 4.471
C 2.869 0.993 -0.045 0.350 -0.131 0.471
C 0.727 -0.117 1.020 -2.525 1.543 1.225
C 1.859 -0.133 0.088 -1.980 -0.375 -0.450
O 2.705 1.762 0.913 -0.171 0.885 0.651
O 3.734 0.992 -0.916 0.098 -0.356 -0.798
O -0.514 -0.793 0.563 0.415 0.639 -1.095
Cl 2.293 -1.781 0.072 1.363 -1.142 -1.031
H 0.082 0.543 -2.572 -0.542 -0.908 0.918
H -2.084 -0.662 -0.633 2.035 0.150 -1.160
H 0.855 -0.784 1.847 0.886 -0.238 0.739
H 0.456 0.879 1.515 0.449 -1.013 -1.430
```
Forces are in eV/Å.



DFT (ωB97M-V with the def2-TZVPD basis set) results for the ion C8H10N3 with charge +1.

Computed properties:
E	-474.5771	a.u.
spin multiplicity	1
total charge	+1
lowest unoccupied orbital energy (spin up / spin down)	-0.1429 / -0.1429	Ha
frontier orbital gap (spin up / spin down)	7.98 / 7.98	eV
energy above the lowest of the compared OMol25 structures with the same formula, charge and spin	657.82	kJ/mol

Structure (XYZ):
```
21
Properties=species:S:1:pos:R:3:forces:R:3
C 2.515 1.080 0.279 -4.055 -0.889 0.433
C 2.074 0.435 1.377 1.593 0.097 0.257
C 1.496 1.663 -0.614 -0.983 -3.487 0.926
C 0.751 0.142 1.916 0.178 0.715 -0.109
C -1.586 -0.168 -0.627 0.289 0.405 -1.076
C 0.327 1.154 -0.880 -0.487 -2.165 0.219
C -0.268 -0.278 1.228 -0.258 0.204 -1.263
C -1.807 -2.020 0.976 -2.135 -2.104 0.588
N -0.672 0.515 -1.380 0.872 -0.319 -0.693
N -1.202 -0.797 0.478 1.105 1.420 2.793
N -0.814 0.458 -2.812 1.150 3.466 -0.056
H 3.466 1.344 0.020 2.582 0.479 0.102
H 2.758 0.267 2.194 0.807 -0.195 -0.259
H 1.493 2.628 -0.826 0.981 4.645 -1.061
H 0.754 0.460 2.966 -0.817 -0.328 -0.206
H -2.554 -0.267 -0.958 -1.845 -0.298 -0.924
H -1.544 -2.773 0.256 0.458 -0.676 -0.015
H -1.372 -2.214 1.991 -0.599 0.030 -1.073
H -2.994 -2.173 0.997 2.523 1.460 0.098
H -0.841 -0.361 -3.340 -0.515 -2.821 0.510
H 0.021 0.905 -3.239 -0.841 0.360 0.808
```
Forces are in eV/Å.



DFT (ωB97M-V with the def2-TZVPD basis set) results for a structure of composition C4H7N3O2.

Computed properties:
E	-471.1143	a.u.
spin multiplicity	1
lowest unoccupied orbital energy	0.0157	Ha
frontier orbital gap	9.04	eV
energy above the lowest of the compared OMol25 structures with the same formula, charge and spin	758.10	kJ/mol

Structure (XYZ):
```
16
Properties=species:S:1:pos:R:3:forces:R:3
C -2.051 0.071 -0.060 -1.904 5.143 2.729
C -0.105 -1.064 0.242 -2.909 4.519 -2.286
C 1.829 -0.267 0.006 5.989 1.997 -1.042
C 0.599 0.271 0.117 -4.660 -1.153 1.161
H -1.476 1.202 -0.591 -3.969 -5.254 1.538
H -2.973 -0.326 -0.457 -1.376 1.757 0.073
H -2.045 0.361 1.192 -0.864 0.130 -3.218
H 0.488 -3.091 -0.122 0.493 2.357 0.298
H 2.554 1.474 0.272 1.940 -2.439 -0.940
H -0.550 2.176 0.701 0.737 -1.184 -1.336
H -0.533 1.595 -1.024 2.504 1.714 2.076
N 0.714 -2.057 0.019 0.440 -1.487 -0.474
N 1.996 -1.571 -0.178 -0.570 0.138 1.217
N 0.015 1.772 -0.093 2.628 -2.484 -0.732
O -1.493 -1.117 -0.034 5.727 -4.771 0.205
O 3.032 0.571 0.011 -4.205 1.017 0.730
```
Forces are in eV/Å.



DFT (ωB97M-V with the def2-TZVPD basis set) results for a cluster of 2 separate species, C4H7NO2 in total.

Computed properties:
E	-361.7526	a.u.
spin multiplicity	1
lowest unoccupied orbital energy (spin up / spin down)	0.0044 / 0.0044	Ha
frontier orbital gap (spin up / spin down)	8.03 / 8.03	eV
energy above the lowest of the compared OMol25 structures with the same formula, charge and spin	336.82	kJ/mol

Structure (XYZ):
```
14
Properties=species:S:1:pos:R:3:forces:R:3
O 2.148 0.076 0.484 0.028 -0.153 -0.010
C 0.806 0.148 0.830 -0.160 0.047 -0.043
C -0.035 1.253 0.291 -0.212 -0.064 0.037
N -1.197 0.714 0.016 0.142 0.160 0.031
C -1.289 -0.662 0.113 0.051 -0.090 -0.009
C 0.008 -1.124 0.456 0.014 -0.151 0.115
O 0.547 -2.227 0.491 -0.189 0.290 -0.050
H 2.314 -0.883 0.421 0.073 0.130 -0.037
H 0.667 0.222 1.932 -0.007 -0.015 -0.095
H 0.128 2.322 0.282 -0.035 -0.143 0.005
H 0.223 0.349 -2.429 0.000 -0.057 -0.025
H -1.995 1.274 -0.260 0.113 -0.067 0.032
H -0.170 -0.281 -2.363 0.066 0.044 -0.015
H -2.156 -1.182 -0.264 0.115 0.069 0.065
```
Forces are in eV/Å.



DFT (ωB97M-V with the def2-TZVPD basis set) results for a cluster of 2 separate species, C5H15N2O in total.

Computed properties:
E	-383.9352	a.u.
spin multiplicity	1
total charge	+1
lowest unoccupied orbital energy	-0.1169	Ha
frontier orbital gap	9.64	eV
energy above the lowest of the compared OMol25 structures with the same formula, charge and spin	304.14	kJ/mol

Structure (XYZ):
```
23
Properties=species:S:1:pos:R:3:forces:R:3
N 1.594 0.389 1.549 1.575 1.033 0.001
C 0.283 0.370 0.838 0.981 -1.448 -3.308
C 0.131 -0.929 -0.047 -2.140 -2.327 6.219
C -1.351 -1.168 -0.250 0.632 2.069 4.243
C -2.199 -0.713 0.701 -2.579 -1.308 -2.860
C 0.228 1.544 -0.154 1.172 -1.650 -1.699
N 0.622 2.765 0.494 0.179 -0.322 -0.161
H 1.773 1.307 1.978 -0.526 0.362 -0.276
H 1.540 -0.242 2.325 0.303 -0.902 0.407
H 2.481 0.247 1.011 -1.160 -0.426 0.085
H -0.412 0.382 1.627 -0.784 0.261 0.724
H 0.541 -0.940 -0.931 2.657 0.818 -4.556
H 0.548 -1.958 0.416 -0.636 2.350 -0.434
H -1.645 -1.748 -1.051 -0.730 -0.752 -1.557
H -2.056 -0.191 1.631 0.245 0.004 -0.095
H -3.289 -0.859 0.410 1.333 0.102 0.889
H -0.634 1.493 -0.885 0.212 0.259 1.515
H 1.056 1.244 -0.941 -1.044 0.847 1.580
H -0.104 3.323 0.948 0.300 -0.106 -0.740
H 1.170 3.208 -0.220 -0.069 1.348 0.433
H -0.369 -2.870 -2.871 -2.641 -4.188 -1.843
H 0.551 -1.777 -3.389 -0.576 -0.647 0.610
O 0.098 -2.165 -2.611 3.296 4.624 0.825
```
Forces are in eV/Å.